# 1
84
Properties=species:S:1:pos:R:3 method="wB97M-V/def2-TZVPD" spin_multiplicity=1 smiles="CCOB(O)C1=C(CCCCN)C(=O)C(C)=C(CCCCCN)C1=O.CCOC(=O)C(F)(F)F.CCOC(=O)C(F)(F)F" fmax_ev_per_a=7.84 e_homo_ha=-0.329
C -0.880 -1.119 3.203
C -0.327 -2.349 4.180
O 0.774 -3.042 3.493
B 0.370 -4.424 3.168
O -0.053 -5.369 4.260
C 0.389 -5.080 1.626
C 1.523 -5.975 1.162
C 2.735 -6.233 2.233
C 3.968 -7.162 1.684
C 4.927 -7.532 3.000
C 6.472 -7.008 2.819
N 7.369 -8.224 2.882
C 1.396 -6.593 -0.351
O 2.029 -7.664 -0.835
C 0.328 -5.855 -1.405
C 0.465 -6.187 -3.038
C -0.774 -4.946 -0.986
C -1.863 -4.228 -2.003
C -1.962 -2.648 -1.578
C -2.081 -1.610 -2.872
C -2.724 -0.221 -2.284
C -2.024 1.157 -2.830
N -0.532 1.072 -3.062
C -0.907 -4.682 0.660
O -1.992 -4.180 1.255
H -1.561 -1.522 2.329
H 0.006 -0.529 2.699
H -1.532 -0.428 3.918
H -0.005 -1.843 5.199
H -1.240 -3.050 4.443
H 0.134 -6.327 3.959
H 3.226 -5.240 2.662
H 2.265 -6.803 3.163
H 3.629 -8.168 1.178
H 4.608 -6.517 0.935
H 4.472 -6.929 3.916
H 4.838 -8.676 3.311
H 6.630 -6.322 1.885
H 6.743 -6.340 3.768
H 8.150 -8.033 3.572
H 7.740 -8.379 1.917
H 0.811 -5.254 -3.663
H -0.656 -6.404 -3.386
H 1.066 -7.170 -3.254
H -1.581 -4.294 -3.136
H -2.913 -4.717 -1.794
H -2.916 -2.459 -0.915
H -1.021 -2.335 -0.952
H -2.784 -1.999 -3.723
H -0.998 -1.515 -3.305
H -3.872 -0.166 -2.600
H -2.715 -0.293 -1.115
H -2.179 1.971 -1.972
H -2.580 1.619 -3.780
H -0.202 2.063 -3.104
H -0.040 0.588 -2.265
C 0.021 6.802 -1.125
C 0.339 6.401 0.303
O -0.517 5.330 0.729
C -0.146 4.068 0.339
O 0.850 3.827 -0.338
C -1.114 3.027 0.900
F -2.421 3.390 0.754
F -0.925 2.817 2.234
F -0.992 1.808 0.301
H -1.041 7.048 -1.228
H 0.616 7.670 -1.425
H 0.227 5.983 -1.821
H 0.147 7.246 0.972
H 1.395 6.130 0.423
C -4.541 12.090 -1.755
C -3.643 11.499 -2.825
O -2.314 11.305 -2.317
C -2.110 10.166 -1.580
O -2.986 9.338 -1.344
C -0.648 10.062 -1.146
F -0.157 11.240 -0.664
F 0.169 9.704 -2.178
F -0.447 9.139 -0.164
H -4.107 13.010 -1.352
H -5.532 12.314 -2.161
H -4.660 11.400 -0.914
H -3.563 12.201 -3.662
H -4.049 10.564 -3.226

=====

# 2
90
Properties=species:S:1:pos:R:3 method="wB97M-V/def2-TZVPD" total_charge=+1 spin_multiplicity=1 fmax_ev_per_a=8.32 e_homo_ha=-0.273
C 1.683 4.732 1.700
C 2.504 4.361 0.308
O 1.552 3.873 -0.708
C 2.258 3.407 -1.922
C 1.710 1.928 -2.378
O 2.596 0.806 -2.022
C 2.291 0.279 -0.669
C 3.366 0.454 0.598
N 4.655 1.208 0.241
C 5.658 0.336 -0.105
C 5.658 -0.612 -1.476
C 7.018 0.202 0.845
C 3.041 -0.113 2.138
C 4.079 0.101 3.394
O 5.062 1.038 3.280
O 4.050 -0.632 4.679
C 1.566 -0.880 2.308
S 0.943 -1.565 3.972
C 0.546 -1.055 1.036
C 0.862 -0.498 -0.473
C -0.382 -0.817 -1.491
O -0.451 -0.511 -2.789
N -1.381 -1.468 -0.545
C -0.933 -1.745 0.885
O -1.628 -2.454 1.781
H 1.301 5.850 1.729
H 0.722 4.041 1.786
H 2.356 4.566 2.655
H 3.274 3.483 0.528
H 3.059 5.348 -0.034
H 3.426 3.443 -1.847
H 1.931 4.160 -2.789
H 1.652 1.947 -3.569
H 0.605 1.822 -2.007
H 4.581 -0.894 -1.843
H 6.232 -1.607 -1.167
H 6.326 -0.099 -2.304
H 7.921 -0.069 0.115
H 6.873 -0.745 1.534
H 7.273 1.185 1.430
H 1.939 -2.328 4.602
H -2.281 -0.956 -0.670
Li -1.574 0.592 0.892
Li 0.876 1.667 -5.308
C -7.435 -2.736 -4.717
O -6.083 -2.975 -5.083
C -5.646 -2.220 -6.221
C -4.715 -1.069 -5.806
N -5.449 -0.006 -5.102
C -4.601 0.938 -4.367
C -3.616 0.383 -3.317
O -4.233 -0.130 -2.133
C -4.804 -1.422 -2.279
H -7.744 -3.529 -4.030
H -7.540 -1.785 -4.192
H -8.097 -2.756 -5.588
H -6.489 -1.865 -6.829
H -5.067 -2.914 -6.842
H -4.241 -0.644 -6.696
H -3.934 -1.498 -5.175
H -6.090 -0.430 -4.442
H -5.283 1.628 -3.855
H -4.041 1.536 -5.096
H -2.999 1.227 -2.979
H -2.909 -0.344 -3.732
H -4.208 -2.071 -2.927
H -5.825 -1.332 -2.646
H -4.859 -1.884 -1.290
O -1.971 2.855 -5.023
H -2.688 2.974 -4.428
K 2.451 6.953 -0.493
O -0.264 6.667 -3.092
H -0.419 5.757 -3.269
O 0.485 4.059 4.487
H 1.098 3.348 4.525
Li 5.413 -1.277 1.544
Cs -1.498 0.021 -6.116
C -0.088 -3.394 7.135
C 0.289 -3.618 8.585
C 1.482 -2.824 9.023
O 2.025 -3.625 10.057
C 1.653 -4.912 9.786
O 2.102 -5.893 10.354
O 0.716 -4.954 8.792
H 0.713 -3.721 6.463
H -0.971 -3.989 6.878
H -0.308 -2.340 6.939
H -0.576 -3.433 9.234
H 1.206 -1.837 9.405
H 2.241 -2.703 8.241

=====

What did the first record say?
84
Properties=species:S:1:pos:R:3 method="wB97M-V/def2-TZVPD" spin_multiplicity=1 smiles="CCOB(O)C1=C(CCCCN)C(=O)C(C)=C(CCCCCN)C1=O.CCOC(=O)C(F)(F)F.CCOC(=O)C(F)(F)F" fmax_ev_per_a=7.84 e_homo_ha=-0.329
C -0.880 -1.119 3.203
C -0.327 -2.349 4.180
O 0.774 -3.042 3.493
B 0.370 -4.424 3.168
O -0.053 -5.369 4.260
C 0.389 -5.080 1.626
C 1.523 -5.975 1.162
C 2.735 -6.233 2.233
C 3.968 -7.162 1.684
C 4.927 -7.532 3.000
C 6.472 -7.008 2.819
N 7.369 -8.224 2.882
C 1.396 -6.593 -0.351
O 2.029 -7.664 -0.835
C 0.328 -5.855 -1.405
C 0.465 -6.187 -3.038
C -0.774 -4.946 -0.986
C -1.863 -4.228 -2.003
C -1.962 -2.648 -1.578
C -2.081 -1.610 -2.872
C -2.724 -0.221 -2.284
C -2.024 1.157 -2.830
N -0.532 1.072 -3.062
C -0.907 -4.682 0.660
O -1.992 -4.180 1.255
H -1.561 -1.522 2.329
H 0.006 -0.529 2.699
H -1.532 -0.428 3.918
H -0.005 -1.843 5.199
H -1.240 -3.050 4.443
H 0.134 -6.327 3.959
H 3.226 -5.240 2.662
H 2.265 -6.803 3.163
H 3.629 -8.168 1.178
H 4.608 -6.517 0.935
H 4.472 -6.929 3.916
H 4.838 -8.676 3.311
H 6.630 -6.322 1.885
H 6.743 -6.340 3.768
H 8.150 -8.033 3.572
H 7.740 -8.379 1.917
H 0.811 -5.254 -3.663
H -0.656 -6.404 -3.386
H 1.066 -7.170 -3.254
H -1.581 -4.294 -3.136
H -2.913 -4.717 -1.794
H -2.916 -2.459 -0.915
H -1.021 -2.335 -0.952
H -2.784 -1.999 -3.723
H -0.998 -1.515 -3.305
H -3.872 -0.166 -2.600
H -2.715 -0.293 -1.115
H -2.179 1.971 -1.972
H -2.580 1.619 -3.780
H -0.202 2.063 -3.104
H -0.040 0.588 -2.265
C 0.021 6.802 -1.125
C 0.339 6.401 0.303
O -0.517 5.330 0.729
C -0.146 4.068 0.339
O 0.850 3.827 -0.338
C -1.114 3.027 0.900
F -2.421 3.390 0.754
F -0.925 2.817 2.234
F -0.992 1.808 0.301
H -1.041 7.048 -1.228
H 0.616 7.670 -1.425
H 0.227 5.983 -1.821
H 0.147 7.246 0.972
H 1.395 6.130 0.423
C -4.541 12.090 -1.755
C -3.643 11.499 -2.825
O -2.314 11.305 -2.317
C -2.110 10.166 -1.580
O -2.986 9.338 -1.344
C -0.648 10.062 -1.146
F -0.157 11.240 -0.664
F 0.169 9.704 -2.178
F -0.447 9.139 -0.164
H -4.107 13.010 -1.352
H -5.532 12.314 -2.161
H -4.660 11.400 -0.914
H -3.563 12.201 -3.662
H -4.049 10.564 -3.226